1.
Density functional theory data (ωB97M-V with the def2-TZVPD basis set) for a cluster of 2 separate species, C2H8NS in total.

Geometry (Å):
S (-3.161, 0.470, -0.136)
H (-1.869, -0.021, -0.133)
C (2.886, 0.466, 0.703)
C (2.117, -0.874, 0.199)
N (1.036, -0.573, -0.627)
H (2.252, 1.144, 1.281)
H (3.797, 0.087, 1.142)
H (3.337, 0.979, -0.142)
H (2.865, -1.504, -0.347)
H (1.728, -1.453, 1.095)
H (0.162, -0.281, -0.220)
H (1.035, -0.012, -1.523)

Summary:
total charge	-1
multiplicity	1
HOMO level	-2.485	eV
E_LUMO	3.553	eV

---

2.
Density functional theory data (ωB97M-V with the def2-TZVPD basis set) for the molecule C3H10O4Si.

Geometry (Å):
C (2.034, 0.377, 1.558)
O (1.483, 0.854, 0.414)
Si (0.113, 0.510, -0.344)
C (-0.139, 1.099, -2.094)
O (-0.049, -1.092, -0.401)
C (-0.577, -2.208, 0.235)
O (-1.163, 1.201, 0.614)
O (-2.371, 1.215, -0.109)
H (1.401, 0.604, 2.487)
H (2.970, 0.719, 1.851)
H (2.319, -0.734, 1.533)
H (-1.220, 1.001, -2.328)
H (-0.047, 2.180, -2.282)
H (0.397, 0.533, -2.867)
H (-0.052, -3.075, -0.187)
H (-1.646, -2.244, 0.104)
H (-0.428, -2.153, 1.231)
H (-3.024, 1.213, 0.584)

Summary:
total charge	0
multiplicity	1
HOMO level	-9.706	eV
E_LUMO	0.814	eV
SMILES	CO[Si](C)(OC)OO

---

3.
Density functional theory data (ωB97M-V with the def2-TZVPD basis set) for a structure of composition C16H24N4O2S2.

Geometry (Å):
C (1.760, 0.635, 2.063)
H (1.177, -0.206, 1.831)
H (1.328, 1.553, 2.404)
H (2.549, 0.284, 2.633)
C (2.334, 0.896, 0.492)
N (2.970, -0.099, 0.060)
S (2.225, -0.746, -1.202)
O (1.670, 0.443, -2.265)
O (3.199, -1.463, -2.107)
C (1.042, -1.644, -0.643)
C (-0.363, -1.030, -0.848)
C (-1.444, -1.825, -0.344)
C (-0.996, -3.188, 0.466)
C (0.319, -3.291, 0.819)
C (1.315, -2.679, 0.056)
H (2.291, -2.950, 0.460)
H (0.561, -4.384, 1.468)
H (-1.861, -3.602, 1.130)
C (-2.642, -1.479, -0.470)
N (-3.709, -2.419, -0.047)
N (-4.894, -1.847, -0.483)
C (-4.786, -0.456, -0.617)
S (-5.833, 0.664, -1.069)
N (-3.362, -0.335, -0.615)
C (-2.698, 1.063, -1.313)
H (-1.947, 0.830, -1.943)
C (-1.944, 1.300, 0.133)
C (-1.171, 2.900, -0.344)
H (-0.763, 3.149, 0.640)
H (-1.871, 3.433, -0.639)
H (-0.469, 2.609, -1.135)
C (-2.969, 1.776, 1.133)
H (-2.384, 2.266, 2.132)
H (-3.708, 2.386, 0.898)
H (-3.484, 0.835, 1.595)
H (-1.183, 0.956, 0.539)
H (-3.499, 1.559, -1.519)
H (-5.729, -2.300, -0.023)
H (-0.487, -0.371, -1.533)
C (4.356, 0.096, 0.168)
C (5.210, 0.919, -0.682)
H (6.073, 0.987, -0.537)
H (4.742, 1.965, -0.540)
H (4.773, 0.668, -1.841)
H (4.669, -0.973, -0.308)
H (4.921, 0.058, 1.102)
H (1.601, 1.280, 0.004)
H (3.110, 1.777, 0.842)

Summary:
total charge	0
multiplicity	1
HOMO level	-7.872	eV
E_LUMO	-1.426	eV

---

no.,strongest force on any atom (eV/A),frontier orbital gap (eV)
1,4.0,6.0
2,4.3,10.5
3,19.1,6.4